a) Entry from OMol25: C21H30ClN3O3S in the gas phase (the ωB97M-V functional and the def2-TZVPD basis).

```
! RIJCOSX wB97M-V def2-TZVPD def2/J DEFGRID3
* xyz 0 1
C -0.66599 -2.90836 0.56802
C 0.59425 -2.07811 0.76373
C 0.49370 -0.68637 0.12600
C 1.84837 0.02220 0.23943
O 2.63184 -0.02082 -0.69902
N 2.11206 0.61984 1.41752
C 3.44859 1.13246 1.71005
C 3.60194 2.51941 1.08187
C 5.00204 3.14449 1.09538
C 6.14905 2.19153 0.72416
C 6.89107 1.56423 1.90730
N 6.10278 0.68965 2.77050
C 6.24662 -0.65684 2.85712
O 5.60618 -1.33424 3.64350
C 7.23625 -1.30752 1.93843
S 8.80728 -1.75054 2.47831
C 9.21187 -2.46344 0.96113
C 10.55661 -3.08147 0.73360
C 8.16725 -2.38340 0.09303
C 7.04171 -1.72116 0.65852
Cl 5.56467 -1.47949 -0.20115
C 5.11337 1.30106 3.65517
C 3.66861 1.05373 3.21594
N -0.65000 0.09016 0.61486
C -1.73522 0.44066 -0.29728
C -2.62223 1.35760 0.54416
C -2.36171 0.88644 1.97197
C -0.96366 0.30616 1.91462
O -0.24763 0.06483 2.87936
H -0.54526 -3.89954 1.00343
H -1.52730 -2.44313 1.05161
H -0.89854 -3.03450 -0.49204
H 0.81065 -1.96998 1.82486
H 1.45208 -2.57686 0.30609
H 0.34060 -0.80535 -0.94630
H 1.46238 0.44575 2.18081
H 4.15070 0.45563 1.22271
H 3.28989 2.41277 0.04015
H 2.88936 3.20137 1.55667
H 4.98710 3.96801 0.37856
H 5.21328 3.61203 2.06041
H 5.78954 1.40706 0.05436
H 6.90571 2.74709 0.16437
H 7.73964 0.99555 1.53423
H 7.29612 2.36462 2.53600
H 10.61997 -3.45841 -0.28606
H 11.36025 -2.35843 0.87748
H 10.73237 -3.91548 1.41381
H 8.18386 -2.77735 -0.91236
H 5.24834 0.88916 4.65574
H 5.33865 2.36382 3.69991
H 3.01408 1.76244 3.73292
H 3.38606 0.05110 3.54250
H -1.33984 0.93370 -1.18575
H -2.26810 -0.46094 -0.61865
H -2.29185 2.39046 0.42953
H -3.66818 1.30230 0.25041
H -2.42027 1.66625 2.72752
H -3.03783 0.08034 2.27039
*
```

Properties
**LUMO energy**: 0.02736 Ha

natural (NBO) population analysis, charges in e, atoms 1 to 2: -0.61 -0.41

b) Entry from OMol25: C21H30ClN3O3S in the gas phase (the ωB97M-V functional and the def2-TZVPD basis).

```
! RIJCOSX wB97M-V def2-TZVPD def2/J DEFGRID3
* xyz 0 1
C 3.02192 2.57826 3.89282
C 2.48746 2.10134 2.55074
C 2.07131 0.63670 2.58797
C 1.63311 0.15556 1.19947
O 2.22809 0.52377 0.20128
N 0.60633 -0.72207 1.16028
C 0.07992 -1.25172 -0.09014
C 1.04738 -2.30073 -0.63531
C 0.75373 -2.89512 -2.01713
C 0.35421 -1.87489 -3.09245
C -1.14633 -1.72303 -3.32580
N -1.91249 -1.22091 -2.19416
C -2.51092 -0.00375 -2.13735
O -3.25152 0.30605 -1.21904
C -2.18397 0.97555 -3.21697
S -0.63417 1.71001 -3.32685
C -1.08524 2.65318 -4.69847
C -0.12270 3.60059 -5.33121
C -2.37234 2.40291 -5.04263
C -2.99464 1.44674 -4.19596
Cl -4.61879 0.92452 -4.42146
C -2.13830 -2.11550 -1.07089
C -1.34697 -1.71348 0.17180
N 1.12617 0.31128 3.64476
C 1.32265 -0.84931 4.50129
C -0.04918 -1.06877 5.16287
C -0.76783 0.27478 5.01202
C -0.04994 0.97116 3.86568
O -0.45050 1.93923 3.25726
H 3.36517 3.60983 3.81902
H 2.25231 2.54261 4.66568
H 3.86591 1.96780 4.22657
H 1.64683 2.71792 2.24052
H 3.25246 2.20158 1.78182
H 2.97359 0.05698 2.81982
H 0.07410 -0.85903 2.00195
H 0.04658 -0.41393 -0.79312
H 2.02537 -1.81678 -0.68550
H 1.14322 -3.10643 0.10138
H 1.66666 -3.40041 -2.33936
H 0.00399 -3.68780 -1.95643
H 0.79955 -0.90062 -2.87226
H 0.78075 -2.18345 -4.05122
H -1.31527 -1.07289 -4.18250
H -1.56371 -2.70025 -3.59435
H -0.59550 4.11730 -6.16497
H 0.21917 4.35409 -4.62044
H 0.75728 3.08081 -5.71291
H -2.87523 2.88397 -5.86980
H -3.20057 -2.11057 -0.82086
H -1.88972 -3.12391 -1.39154
H -1.35319 -2.54675 0.88528
H -1.87970 -0.88458 0.64649
H 1.64831 -1.71050 3.91373
H 2.10242 -0.64505 5.24288
H -0.59847 -1.85091 4.63551
H 0.04878 -1.38580 6.19835
H -1.82757 0.18959 4.78485
H -0.66996 0.90483 5.89899
*
```

Properties
**LUMO energy**: 0.02251 Ha

natural (NBO) population analysis, charges in e, atoms 1 to 2: -0.60 -0.41

Name the most stable of them. a).

a) Entry from OMol25: C5H7IN2 in the gas phase (the ωB97M-V functional and the def2-TZVPD basis).

```
! RIJCOSX wB97M-V def2-TZVPD def2/J DEFGRID3
* xyz 0 1
C -0.88962 -1.26311 0.87387
C -0.51444 -0.05726 1.22934
C 1.55982 -0.45050 -1.10887
C -1.30317 0.59078 2.42401
C 1.86861 -0.49373 -2.52906
N 0.56658 0.64711 0.76988
N 1.04309 0.21963 -0.30300
I -0.15222 -2.76151 -0.44073
H -1.81937 -1.61183 1.25035
H -1.24076 1.60563 2.25380
H -0.60103 0.24484 3.21510
H -2.44388 0.46139 2.49075
H 1.72808 0.42457 -2.96176
H 1.17693 -1.25851 -2.91130
H 3.00808 -0.77533 -2.58941
*
```

Properties
**LUMO energy (alpha / beta)**: 0.01746 / 0.01746 Ha

natural (NBO) population analysis, charges in e, atoms 1 to 2: -0.44 0.13

b) Entry from OMol25: C5H7IN2 in the gas phase (the ωB97M-V functional and the def2-TZVPD basis).

```
! RIJCOSX wB97M-V def2-TZVPD def2/J DEFGRID3
* xyz 0 1
C -0.27075 -0.22776 -0.04378
C -0.27986 1.17950 0.10218
C 0.77403 -1.00844 -0.29055
C -1.57031 2.00704 0.31280
C 0.69811 -2.46318 -0.16915
N 0.74596 1.85224 -0.23264
N 1.89522 1.98999 -0.29094
I 2.90821 -0.41308 -0.11257
H -1.15657 -0.81501 -0.06475
H -1.82693 2.22009 1.33757
H -2.34791 1.34933 0.01420
H -1.61013 3.01441 -0.03345
H 1.29357 -2.89320 -0.85444
H -0.34124 -2.91706 -0.44684
H 1.08861 -2.87488 0.77237
*
```

Properties
**LUMO energy (alpha / beta)**: 0.01152 / 0.01152 Ha

natural (NBO) population analysis, charges in e, atoms 1 to 2: -0.27 -0.04

Name the most stable of them. b).

a) Entry from OMol25: C20H22N2O2 in the gas phase (the ωB97M-V functional and the def2-TZVPD basis).

```
! RIJCOSX wB97M-V def2-TZVPD def2/J DEFGRID3
* xyz 0 1
C -5.42785 -1.22583 0.37613
C -4.12260 -1.85393 0.85396
O -3.08474 -1.74953 -0.09986
C -2.48506 -0.54171 -0.32082
C -2.63742 0.59539 0.46391
C -1.90337 1.73476 0.18005
C -1.02380 1.77791 -0.89067
C -0.90458 0.64879 -1.69487
C -1.61949 -0.49549 -1.41452
H -1.51703 -1.37911 -2.02499
H -0.24413 0.66105 -2.54932
C -0.10821 2.96083 -1.07580
N 1.20032 2.61735 -0.52463
C 1.30250 2.60402 0.83131
O 0.51392 3.20571 1.53636
C 2.38729 1.72051 1.43013
C 1.92677 0.31194 1.20379
C 0.68094 -0.16579 1.49662
N 0.56151 -1.46259 1.08188
C 1.73087 -1.84921 0.49675
C 2.09337 -3.05855 -0.08245
C 3.36697 -3.16523 -0.59724
C 4.26592 -2.09629 -0.53621
C 3.91380 -0.89510 0.03543
C 2.62836 -0.75343 0.55986
H 4.61994 -0.07868 0.07995
H 5.25671 -2.22320 -0.94747
H 3.68160 -4.09124 -1.05525
H 1.39783 -3.88381 -0.12509
H -0.27577 -2.01665 1.13754
H -0.13295 0.34041 1.97747
H 2.44109 1.94670 2.49712
H 3.36684 1.88474 0.98605
C 2.12597 1.94765 -1.40433
H 1.98803 0.86270 -1.41283
H 1.98206 2.32927 -2.41488
H 3.15108 2.16427 -1.10863
H 0.01029 3.22458 -2.12833
H -0.48645 3.82230 -0.52213
H -2.00091 2.59849 0.81970
H -3.30466 0.60689 1.31172
H -3.81296 -1.42390 1.81514
H -4.25602 -2.93132 0.98827
H -5.30544 -0.15841 0.20908
H -6.20350 -1.38096 1.12097
H -5.73704 -1.68631 -0.55886
*
```

Properties
**LUMO energy**: 0.02775 Ha

natural (NBO) population analysis, charges in e, atoms 1 to 2: -0.64 -0.06

b) Entry from OMol25: C20H22N2O2 in the gas phase (the ωB97M-V functional and the def2-TZVPD basis).

```
! RIJCOSX wB97M-V def2-TZVPD def2/J DEFGRID3
* xyz 0 1
N -1.98078 -4.22070 0.34453
C -1.38363 -3.01789 0.16605
O -0.21185 -2.83929 0.40103
C -2.32692 -1.92392 -0.32424
C -1.53938 -0.83004 -1.04523
H -0.72813 -0.49770 -0.39626
H -1.09491 -1.22979 -1.95777
C -2.44916 0.34955 -1.39111
N -3.09984 0.85685 -0.20721
C -2.85183 2.02382 0.43296
O -3.43207 2.32214 1.46044
C -1.80981 2.94914 -0.18391
C -0.44125 2.32759 -0.11013
C 0.41255 2.31181 -1.20527
C 1.65139 1.70429 -1.12558
C 2.07315 1.09922 0.05495
C 1.22263 1.13100 1.15776
C -0.01595 1.73542 1.07460
H -0.67031 1.74783 1.93447
H 1.52620 0.65344 2.07739
C 3.38698 0.44536 0.13608
C 3.84103 -0.36358 -0.90240
C 5.07723 -0.97737 -0.82617
C 5.88181 -0.78789 0.28484
C 5.44020 0.01555 1.32265
C 4.20147 0.62496 1.25126
H 3.86747 1.26291 2.05688
H 6.06508 0.16873 2.19084
H 6.84887 -1.26572 0.34247
H 5.41436 -1.60885 -1.63561
H 3.20857 -0.52942 -1.76236
H 2.30729 1.71262 -1.98401
H 0.10905 2.78296 -2.13087
H -1.83024 3.86745 0.40898
H -2.07372 3.20305 -1.21202
C -3.91967 -0.14075 0.44739
C -3.04941 -1.31805 0.88717
H -2.30431 -0.96205 1.60107
H -3.66847 -2.06842 1.38222
H -4.69423 -0.48074 -0.24977
H -4.39368 0.33210 1.30904
H -3.23173 0.01361 -2.08515
H -1.87192 1.12942 -1.88010
H -3.06687 -2.35977 -1.00522
H -2.95979 -4.36790 0.17952
H -1.43547 -4.98099 0.71579
*
```

Properties
**LUMO energy**: 0.02542 Ha

natural (NBO) population analysis, charges in e, atoms 1 to 2: -0.83 0.69

Name the most stable of them. b).

a) Entry from OMol25: C2H4N2S in the gas phase (the ωB97M-V functional and the def2-TZVPD basis).

```
! RIJCOSX wB97M-V def2-TZVPD def2/J DEFGRID3
* xyz 0 1
C -0.16374 -0.32728 0.27407
C -0.53545 1.08483 -0.82074
N 1.14580 -0.05566 -0.31950
N 0.92425 1.04349 -1.09039
S -0.34573 0.65888 -2.47592
H -0.30090 0.03920 1.38734
H -0.76267 -1.22005 0.01464
H -1.10370 1.78786 -0.43645
H 1.78664 -0.74052 -0.66812
*
```

Properties
**LUMO energy**: 0.01939 Ha

natural (NBO) population analysis, charges in e, atoms 1 to 2: -0.26 -0.18

b) Entry from OMol25: 2 unconnected molecules or ions with the total composition C2H4N2S (the ωB97M-V functional and the def2-TZVPD basis).

```
! RIJCOSX wB97M-V def2-TZVPD def2/J DEFGRID3
* xyz 0 1
C 2.91159 1.09242 0.03202
C -0.97430 -1.07374 0.07223
N 2.14290 0.25691 -0.03917
N -1.89987 -0.18057 -0.10973
S -1.80242 1.45074 0.00234
H 3.63861 1.85459 0.10845
H -1.20985 -2.11780 -0.03249
H 0.02303 -0.75651 0.31724
H -2.82968 -0.52603 -0.35089
*
```

Properties
**LUMO energy**: 0.01554 Ha

natural (NBO) population analysis, charges in e, atoms 1 to 2: 0.10 -0.10

Name the most stable of them. b).